C5H3NS in the gas phase at a distorted geometry, computed with ωB97M-V with the def2-TZVPD basis set.

Positions of all 10 atoms, in Å:
C 0.096 -0.551 -0.026
C 0.305 0.879 0.110
C 0.361 2.071 -0.044
C -1.307 -1.003 -0.065
C -2.482 -1.193 0.093
H 2.362 0.351 -0.002
H 0.627 3.077 -0.052
H -3.626 -1.225 0.022
N 1.047 -1.452 -0.077
S 2.618 -0.953 0.042

Cartesian forces (eV/Å) of the 2 atoms listed first:
C -0.05 -1.73 0.14
C -0.61 -0.37 -0.77

Calculated values
SMILES: C#CC(C#C)=NS
orbital gap: 8.56 eV
energy relative to the best compared isomer or geometry (same formula, charge and spin): 31.9 kcal/mol
HOMO energy: -0.3248 hartree
E_LUMO: -0.01037 Ha
F_max: 2.766 eV/Å

For reference, the natural (NBO) charges in units of e are: C 0.0819; C -0.0865; C -0.1411; C -0.0599; C -0.1738; H 0.0922; H 0.2365; H 0.2592; N -0.4841; S 0.2756

***

A molecular structure, C5H3O6Ru at a distorted geometry, computed with ωB97M-V with the def2-TZVPD basis set.

Positions of all 15 atoms, in Å:
O -2.956 -3.382 -2.600
C -2.934 -2.390 -2.033
Ru -0.394 1.085 0.532
C 1.339 1.487 1.148
O 2.388 1.786 1.554
C -1.288 2.785 1.279
O -1.837 3.720 1.671
C -1.006 -0.128 1.921
O -1.370 -0.850 2.753
C -0.298 1.663 -1.330
O -0.210 1.983 -2.442
H 0.001 -0.349 -0.159
O 2.099 -1.766 -0.593
H 2.938 -1.272 -0.589
H 2.054 -2.168 -1.475

Cartesian forces (eV/Å) of the 2 atoms listed first:
O 0.01 2.34 1.33
C 0.03 -2.31 -1.30

Calculated values
orbital gap (spin up / spin down): 6.39 / 3.35 eV
energy relative to the best compared isomer or geometry (same formula, charge and spin): 0.0 kcal/mol
charge: +2
HOMO energy (spin up / spin down): -0.5408 / -0.6785 hartree
E_LUMO (spin up / spin down): -0.30599 / -0.55550 Ha
F_max: 9.541 eV/Å
multiplicity: 6

For reference, the natural (NBO) charges in units of e are: O -0.4542; C 0.4687; Ru 0.7941; C 0.4245; O -0.2462; C 0.4333; O -0.2383; C 0.4462; O -0.2538; C 0.4357; O -0.2648; H -0.1977; O -0.3907; H 0.5160; H 0.5273

***

A molecular structure, C5H3P at a distorted geometry, computed with ωB97M-V with the def2-TZVPD basis set.

Positions of all 9 atoms, in Å:
C 0.036 0.069 1.398
C 1.296 1.517 1.113
C -0.265 -1.551 -0.349
C 0.066 -1.209 0.907
C -0.357 -0.077 -0.242
P 1.040 1.147 -0.547
H -0.446 -2.324 -1.086
H -1.348 0.427 -0.212
H -0.023 2.000 -0.980

Cartesian forces (eV/Å) of the 2 atoms listed first:
C 2.67 1.71 0.14
C -1.95 -2.62 2.14

Calculated values
orbital gap (spin up / spin down): 7.45 / 7.45 eV
energy relative to the best compared isomer or geometry (same formula, charge and spin): 108.4 kcal/mol
HOMO energy (spin up / spin down): -0.3171 / -0.3171 hartree
E_LUMO (spin up / spin down): -0.04346 / -0.04344 Ha
F_max: 3.903 eV/Å

For reference, the natural (NBO) charges in units of e are: C -0.1687; C -0.2435; C -0.3079; C 0.0696; C -0.4097; P 0.5331; H 0.2693; H 0.2486; H 0.0091

***

C5H4 in the gas phase at a distorted geometry, computed with ωB97M-V with the def2-TZVPD basis set.

Positions of all 9 atoms, in Å:
C -1.019 0.021 -0.644
C 1.382 -0.802 0.069
C 1.350 0.797 0.115
C 0.142 -0.041 -0.089
C 2.402 0.034 -0.557
H -1.754 -0.817 -1.023
H -1.374 1.061 -0.629
H 1.531 -1.806 0.469
H 1.653 1.542 0.875

Cartesian forces (eV/Å) of the 2 atoms listed first:
C -3.80 -0.06 -0.81
C 0.54 -1.28 -1.75

Calculated values
orbital gap: 9.77 eV
energy relative to the best compared isomer or geometry (same formula, charge and spin): 60.5 kcal/mol
HOMO energy: -0.3308 hartree
E_LUMO: 0.02819 Ha
F_max: 3.882 eV/Å

For reference, the natural (NBO) charges in units of e are: C -0.4268; C -0.2717; C -0.2016; C -0.0388; C 0.0216; H 0.2309; H 0.2095; H 0.2457; H 0.2311

***

A molecular structure, C5H4 at a distorted geometry, computed with ωB97M-V with the def2-TZVPD basis set.

Positions of all 9 atoms, in Å:
C 2.119 -0.387 0.348
C 1.017 0.023 -0.126
C -0.142 0.633 -0.437
C -1.383 0.068 -0.062
C -2.449 -0.453 0.156
H 2.896 -1.141 0.116
H 1.430 0.747 0.845
H -0.100 1.428 -1.170
H -3.390 -0.919 0.330

Cartesian forces (eV/Å) of the 2 atoms listed first:
C -0.93 1.05 0.40
C -0.58 -0.55 -1.01

Calculated values
orbital gap: 8.41 eV
energy relative to the best compared isomer or geometry (same formula, charge and spin): 80.7 kcal/mol
HOMO energy: -0.2874 hartree
E_LUMO: 0.02148 Ha
F_max: 2.955 eV/Å

For reference, the natural (NBO) charges in units of e are: C -0.3768; C -0.0833; C -0.4821; C -0.0278; C -0.2487; H 0.2720; H 0.4656; H 0.2483; H 0.2329

***

C5H4 in the gas phase, computed with ωB97M-V with the def2-TZVPD basis set.

Positions of all 9 atoms, in Å:
C -1.473 -0.301 -0.015
C 0.027 -0.383 0.016
C 1.018 0.463 0.012
C 2.158 1.085 0.010
C 3.392 1.435 0.007
H -1.886 -0.861 0.832
H -1.849 -0.779 -0.927
H -1.861 0.719 0.025
H 0.473 -1.378 0.042

Cartesian forces (eV/Å) of the 2 atoms listed first:
C -0.03 0.08 0.00
C 0.27 0.10 0.00

Calculated values
orbital gap: 7.92 eV
energy relative to the best compared isomer or geometry (same formula, charge and spin): 49.6 kcal/mol
HOMO energy: -0.3397 hartree
E_LUMO: -0.04867 Ha
F_max: 0.743 eV/Å

For reference, the natural (NBO) charges in units of e are: C -0.6263; C -0.2916; C 0.2821; C -0.4961; C 0.1738; H 0.2326; H 0.2333; H 0.2303; H 0.2619

***

14 unconnected molecules or ions with the total composition C5H40N2O14 at a distorted geometry, computed with ωB97M-V with the def2-TZVPD basis set.

Positions of all 61 atoms, in Å:
C -2.995 1.118 0.838
C -1.737 0.239 0.592
C -2.065 -0.996 -0.241
C -3.062 -1.965 0.433
O -2.356 -2.594 1.489
N -0.766 0.969 -0.204
C 0.010 2.016 0.428
N 1.072 1.431 1.269
H -3.188 1.304 1.893
H -2.864 2.059 0.294
H -3.914 0.755 0.381
H -1.429 -0.010 1.614
H -2.358 -0.750 -1.264
H -1.174 -1.623 -0.226
H -3.652 -2.654 -0.172
H -3.824 -1.331 0.901
H -1.693 -3.202 1.146
H -0.201 0.357 -0.776
H 0.549 2.532 -0.356
H -0.579 2.880 0.728
H 1.396 0.601 0.784
H 0.710 1.067 2.148
H 0.584 -2.354 -0.107
H 1.518 -1.421 -0.841
O 1.436 -1.915 -0.004
H 0.668 -5.058 -1.177
H 1.327 -4.489 -2.392
O 0.550 -5.004 -2.131
H -1.932 -3.149 -2.809
H -1.114 -4.466 -2.752
O -2.016 -4.105 -2.782
H 1.489 0.426 5.924
H 0.416 -0.151 4.964
O 1.320 -0.260 5.272
H 2.187 0.748 -2.008
H 2.930 0.014 -0.735
O 2.569 -0.055 -1.621
H 2.490 4.363 0.319
H 1.891 5.193 -0.809
O 2.518 4.479 -0.645
H 3.135 3.126 1.379
H 2.109 2.734 2.322
O 2.728 3.477 2.168
H 2.105 2.995 -2.297
H 1.161 2.775 -3.424
O 1.324 2.464 -2.522
H 1.705 -1.650 -4.153
H 2.373 -1.533 -2.748
O 1.846 -2.113 -3.324
H -1.592 2.199 -1.842
H -0.376 3.233 -2.015
O -1.313 3.117 -1.853
H -1.689 4.785 -1.225
H -2.465 5.764 -0.352
O -1.975 5.716 -1.178
H 0.021 -3.970 1.887
H 0.804 -4.729 0.753
O 0.054 -4.168 0.944
H 0.944 -1.356 3.001
H 1.304 -2.204 4.242
O 0.639 -2.073 3.562

Cartesian forces (eV/Å) of the 2 atoms listed first:
C 0.12 0.54 -0.79
C -1.40 0.44 -0.35

Calculated values
orbital gap: 8.87 eV
energy relative to the best compared isomer or geometry (same formula, charge and spin): 101.2 kcal/mol
HOMO energy: -0.3341 hartree
E_LUMO: -0.00822 Ha
F_max: 2.082 eV/Å

For reference, the natural (NBO) charges in units of e are: C -0.6381; C -0.0605; C -0.4102; C -0.0685; O -0.7394; N -0.6692; C -0.0879; N -0.8850; H 0.2112; H 0.2182; H 0.2122; H 0.1786; H 0.2062; H 0.1869; H 0.1874; H 0.1702; H 0.4797; H 0.3683; H 0.2000; H 0.2191; H 0.3695; H 0.3546; H 0.4862; H 0.4797; O -0.9828; H 0.4662; H 0.4926; O -0.9424; H 0.4572; H 0.4976; O -0.9697; H 0.4776; H 0.4832; O -0.9618; H 0.5202; H 0.5007; O -1.0025; H 0.4941; H 0.4822; O -0.9842; H 0.4536; H 0.4952; O -0.9564; H 0.5095; H 0.4902; O -0.9738; H 0.4726; H 0.4949; O -0.9800; H 0.5081; H 0.4904; O -0.9974; H 0.4912; H 0.4593; O -0.9680; H 0.5098; H 0.4801; O -0.9803; H 0.4736; H 0.4894; O -0.9597

***

15 unconnected molecules or ions with the total composition C5H40NO14S at a distorted geometry, computed with ωB97M-V with the def2-TZVPD basis set.

Positions of all 61 atoms, in Å:
C -0.992 0.564 1.517
N -0.545 -0.172 0.308
C -1.622 -0.174 -0.691
C -1.146 -0.998 -1.890
S -0.343 0.170 -2.988
C 0.004 0.262 2.682
C 0.878 1.511 2.969
H -1.938 0.148 1.860
H -0.952 1.621 1.226
H 0.271 0.269 -0.137
H -1.932 0.796 -1.074
H -2.489 -0.680 -0.227
H -0.581 -1.886 -1.648
H -1.995 -1.318 -2.515
H 0.562 -0.578 2.278
H -0.453 0.006 3.636
H 1.935 1.444 2.714
H 0.492 2.409 2.440
H 0.722 1.833 4.026
H 4.362 -1.248 -1.057
H 4.575 -1.839 0.255
O 4.878 -1.042 -0.230
H 4.053 1.124 0.251
H 2.856 0.133 0.052
O 3.102 1.024 0.294
H -4.367 -1.163 -0.182
H -4.150 -2.781 -0.241
O -4.600 -2.009 -0.595
H -1.892 -2.384 0.808
H -2.459 -3.281 1.914
O -2.300 -3.226 0.971
H 3.456 -2.633 1.944
H 3.521 -3.651 0.881
O 4.100 -3.128 1.433
H -2.664 2.728 1.656
H -2.736 3.570 0.453
O -3.337 3.158 1.097
H -0.077 -1.795 0.258
H -0.359 -3.400 -0.029
O 0.255 -2.741 0.332
H 2.311 2.575 0.001
H 1.605 3.787 -0.278
O 2.530 3.523 -0.176
H -1.192 -1.215 3.423
H -1.459 -2.210 4.542
O -1.703 -2.022 3.630
H 2.359 0.420 -3.682
H 1.452 -0.591 -4.376
O 2.378 -0.449 -4.094
H -4.277 1.125 0.274
H -5.268 0.508 1.338
O -4.471 0.347 0.802
H 0.471 3.161 -2.446
H -0.164 2.192 -1.491
O 0.094 3.130 -1.567
H 2.804 -1.711 -2.921
H 2.518 -2.719 -1.864
O 3.200 -2.068 -2.074
H -0.856 4.100 -0.369
H -0.527 4.025 1.112
O -0.718 4.668 0.419

Cartesian forces (eV/Å) of the 2 atoms listed first:
C 1.52 -1.25 0.26
N -0.82 0.74 0.10

Calculated values
orbital gap: 6.20 eV
energy relative to the best compared isomer or geometry (same formula, charge and spin): 34.4 kcal/mol
charge: -1
HOMO energy: -0.1503 hartree
E_LUMO: 0.07771 Ha
F_max: 2.246 eV/Å

For reference, the natural (NBO) charges in units of e are: C -0.2116; N -0.6821; C -0.2538; C -0.5513; S -0.7275; C -0.4398; C -0.6108; H 0.2174; H 0.1605; H 0.3877; H 0.1896; H 0.1856; H 0.2029; H 0.2158; H 0.2383; H 0.1719; H 0.2477; H 0.1875; H 0.1990; H 0.4969; H 0.4785; O -1.0221; H 0.5061; H 0.4950; O -0.9804; H 0.4941; H 0.4898; O -1.0049; H 0.4768; H 0.4919; O -0.9679; H 0.4785; H 0.4800; O -0.9329; H 0.4647; H 0.4811; O -0.9493; H 0.4917; H 0.4815; O -1.0375; H 0.4865; H 0.4736; O -0.9876; H 0.4753; H 0.4676; O -0.9569; H 0.4899; H 0.5071; O -0.9869; H 0.5032; H 0.4860; O -0.9664; H 0.4980; H 0.4988; O -1.0072; H 0.5186; H 0.4750; O -1.0028; H 0.4945; H 0.4523; O -0.9569